C29H36Cl2CuN4O2P2 as an isolated structure at a distorted geometry. Source: the Open Molecules 2025 dataset; level of theory: the ωB97M-V functional and the def2-TZVPD basis.

```
76
Properties=species:S:1:pos:R:3:forces:R:3:lowdin_spin:R:1
Cu -2.48453 0.05641 -4.48613 2.720 1.219 2.717 -0.0006
C -3.37716 0.54052 -6.14458 -1.604 1.122 0.221 -0.0001
C -4.22041 0.70716 -5.02678 -0.957 0.882 -2.409 0.0000
C -5.31862 -0.24196 -4.62385 -0.058 -0.398 0.141 0.0000
C -4.89005 -1.73098 -4.67882 -0.886 0.266 -0.286 0.0000
C -3.51571 -1.92167 -4.14833 1.562 -1.618 -0.581 -0.0002
C -2.31143 -1.84007 -4.84203 -1.064 -2.920 0.703 0.0000
C -2.22638 -1.78815 -6.33587 0.177 0.995 -0.340 0.0000
C -3.20113 -0.71757 -6.94007 0.308 -0.340 -1.040 0.0000
C 0.77580 -1.03186 -1.55108 0.728 -0.485 0.578 0.7492
H -2.94155 1.44861 -6.58517 0.010 -0.461 0.546 0.0000
H -4.34766 1.73081 -4.65909 0.122 -0.302 -0.211 0.0000
H -6.15240 -0.12864 -5.32393 -0.037 0.209 0.100 0.0000
H -5.70616 0.01569 -3.62290 0.250 -0.076 -0.330 0.0000
H -5.60476 -2.31281 -4.07729 0.291 0.132 -0.117 0.0000
H -5.01164 -2.09236 -5.71211 0.206 0.017 0.457 0.0000
H -3.49503 -2.54588 -3.25200 0.426 0.810 0.140 0.0000
H -1.45021 -2.30105 -4.33476 -0.404 0.406 -0.162 0.0001
H -2.45983 -2.76569 -6.77752 -0.005 0.097 0.226 0.0000
H -1.17605 -1.56955 -6.59290 -0.445 0.075 -0.156 0.0000
H -2.76515 -0.40705 -7.90019 -0.345 -0.246 0.095 0.0000
H -4.17405 -1.18364 -7.13007 0.297 0.146 -0.169 0.0000
H 1.58453 -0.29111 -1.49113 -0.472 -0.387 -0.041 0.0405
H 0.91839 -1.92300 -2.17789 0.211 0.784 0.233 0.0508
H 0.07526 -1.16810 -0.71990 0.716 0.411 -0.498 0.0398
P -2.22407 -1.81270 -0.78429 0.467 -2.396 -0.534 0.0002
P -1.86881 1.34389 -1.06157 2.996 -1.618 -3.089 0.0260
N -2.15539 -3.57014 -1.62736 0.150 0.890 -0.673 -0.0002
N -2.60381 -2.51484 0.72409 -0.340 -0.396 1.705 0.0002
N -1.34343 1.87949 -2.99288 -2.040 -0.290 -3.125 0.0118
N -2.25590 2.99178 -0.63546 -1.155 1.069 0.363 0.0022
C -3.77642 -0.85192 -1.12188 -0.603 -0.212 0.171 -0.0001
C -3.53585 0.63664 -1.46971 -1.228 0.598 0.960 0.0053
C -1.04157 -3.80370 -2.43751 -0.682 -0.758 0.194 0.0002
C -1.06979 -5.10530 -2.91616 -0.263 0.896 0.380 0.0004
C -2.25992 -5.70899 -2.40631 -0.009 0.906 0.321 0.0001
C -2.90331 -4.75195 -1.62388 0.474 0.286 -0.313 0.0003
C -1.60475 -3.08078 1.54698 -1.202 0.283 0.322 0.0004
C -2.20876 -3.59304 2.68723 0.124 0.485 -1.029 0.0000
C -3.61925 -3.34657 2.58124 0.373 0.456 -1.467 0.0001
C -3.83506 -2.71776 1.35332 0.812 -0.433 1.223 -0.0001
C -0.31567 1.15998 -3.60900 -0.472 0.528 0.781 0.0301
C -0.15239 1.62602 -4.92133 -0.177 -0.419 0.434 0.0025
C -1.13413 2.60714 -5.14544 -1.136 0.200 0.941 0.0006
C -1.95780 2.61870 -4.00223 2.335 0.869 -0.252 0.0024
C -2.21667 4.21395 -1.32092 -0.136 0.328 0.757 0.0002
C -2.60299 5.24275 -0.46331 0.308 -1.401 -0.279 0.0005
C -2.89996 4.63880 0.79749 -0.174 -0.857 -0.529 0.0004
C -2.75437 3.27123 0.64652 0.217 0.914 -0.469 0.0006
H -4.36736 -0.87847 -0.20376 0.125 -0.021 -0.141 0.0000
H -4.39276 -1.32634 -1.89418 0.149 0.085 0.274 0.0000
H -3.75931 0.83275 -2.53666 0.572 0.050 0.567 0.0002
H -4.26029 1.25252 -0.91761 -0.317 -0.290 -0.177 0.0005
H -0.31328 -3.03261 -2.60513 -0.130 -0.103 0.077 0.0006
H -0.30413 -5.53093 -3.55353 -0.216 -0.074 0.129 0.0000
H -2.58299 -6.72266 -2.59984 -0.082 0.140 0.168 0.0000
H -3.82074 -4.80986 -1.05729 0.080 -0.052 0.012 0.0000
H -0.56957 -2.99839 1.24255 -0.135 -0.140 0.091 0.0007
H -1.69822 -4.09396 3.49924 -0.056 0.148 -0.118 0.0000
H -4.37809 -3.59554 3.30681 0.024 -0.027 -0.095 0.0000
H -4.75107 -2.37041 0.91106 -0.034 -0.092 0.050 0.0000
H 0.28891 0.46576 -2.99531 -0.531 0.610 -0.573 0.0235
H 0.60480 1.30987 -5.61328 0.250 -0.028 -0.061 -0.0001
H -1.20299 3.30121 -5.96206 -0.210 -0.183 -0.460 0.0000
H -2.83630 3.22470 -3.82029 0.197 -0.017 0.100 0.0000
H -1.91620 4.27237 -2.35139 0.155 -0.007 0.227 0.0000
H -2.68955 6.28901 -0.71216 0.164 -0.075 -0.057 0.0000
H -3.18762 5.13745 1.71065 -0.112 -0.039 -0.081 0.0000
H -2.92065 2.46976 1.34496 0.073 0.150 0.027 0.0001
Cl -0.67944 2.71986 2.98769 0.646 -0.603 0.174 0.0001
C 0.47194 1.68215 2.07831 0.096 0.050 -0.062 0.0004
Cl 0.80679 0.08107 2.80386 -0.410 0.437 -0.123 0.0013
C -0.07528 1.57778 0.65622 -0.682 0.345 -1.901 -0.0010
O 0.51779 2.06544 -0.30223 -0.304 -0.559 2.053 0.0002
O -1.32304 1.04431 0.53607 0.692 0.175 3.395 0.0097
H 1.42933 2.21109 2.05459 -0.388 -0.147 -0.108 0.0000
```
Positions in Å, forces in eV/Å.

Computed properties:
* frontier orbital gap: 5.31 eV
* spin multiplicity: 2
* HOMO level: -5.89 eV
* ⟨S²⟩: 0.7552

***

C29H36Cl2N4O2P2Pb as an isolated structure at a distorted geometry. Source: the Open Molecules 2025 dataset; level of theory: the ωB97M-V functional and the def2-TZVPD basis.

```
76
Properties=species:S:1:pos:R:3:forces:R:3:mulliken_charge:R:1
Pb -0.51062 -1.95082 -4.22741 -1.281 -0.008 3.694 1.2815
C -0.87528 4.47206 -0.82432 -0.239 0.103 0.024 -0.5589
C -1.60083 4.00928 -1.84279 -0.144 0.293 0.211 -0.6864
C -0.97782 3.63790 -3.15909 0.059 -0.299 -0.312 -0.2300
C 0.14429 2.56017 -3.12384 -0.386 -0.269 -0.467 0.9514
C 1.57029 3.00723 -3.36816 0.312 -0.122 0.490 -0.4347
C 2.15448 4.08252 -2.82606 -0.276 -0.539 -0.820 -0.5042
C 1.43351 5.09863 -2.00196 0.277 0.505 0.684 -0.8975
C 0.63930 4.53339 -0.78800 0.113 0.458 0.280 -0.6851
C 1.23784 -3.20638 -3.55684 0.711 -1.034 0.925 -1.2106
H -1.37086 4.85723 0.07857 0.107 -0.431 -0.398 0.3917
H -2.70240 3.94385 -1.80153 0.693 0.219 0.201 0.4059
H -0.54213 4.54286 -3.60550 -0.343 -0.241 -0.173 0.3628
H -1.78768 3.27121 -3.81483 0.381 0.288 0.136 0.1529
H 0.04864 1.95642 -2.20610 0.157 0.197 -0.161 0.4037
H -0.08139 1.87153 -3.95606 0.106 -0.022 0.238 -0.8712
H 2.15303 2.30635 -3.98408 0.004 0.386 0.299 0.3070
H 3.21785 4.26533 -2.99783 -0.301 -0.098 -0.142 0.4082
H 0.80247 5.75221 -2.61662 0.091 -0.146 0.067 0.3635
H 2.21166 5.76433 -1.58909 -0.404 -0.184 -0.140 0.3928
H 1.02448 3.53155 -0.55139 -0.001 0.226 0.082 0.3319
H 0.90880 5.19393 0.04791 -0.120 -0.416 -0.049 0.4273
H 0.83324 -3.70402 -2.66056 0.022 0.273 -0.416 0.4706
H 2.04852 -2.52917 -3.26379 -0.260 0.150 -0.234 0.4460
H 1.60284 -3.96649 -4.25575 -0.292 0.347 0.022 0.3441
P 1.23694 -1.51381 -6.45292 3.478 2.100 -3.528 0.4164
P -2.32610 -1.21020 -6.51455 -3.221 2.862 -4.088 -0.1758
N 2.45163 -0.24732 -6.69135 -0.586 -0.582 0.994 0.6582
N 2.16623 -2.72928 -7.42751 -0.475 -1.291 0.432 0.3426
N -2.29206 0.52131 -6.92425 0.770 -0.353 0.728 0.1506
N -3.91172 -1.47473 -7.33522 0.830 -1.413 1.253 0.3372
C 0.16716 -0.98620 -7.83011 -0.784 -0.018 -0.211 -0.5975
C -1.20094 -1.69862 -7.87294 0.720 -0.671 -0.061 -1.4008
C 3.55504 -0.11812 -5.83727 0.414 0.542 -0.592 -0.6589
C 4.50666 0.67773 -6.45682 -0.661 -0.615 0.343 -0.6914
C 3.99111 1.05060 -7.73890 -1.081 -0.843 0.359 -0.7851
C 2.73485 0.47040 -7.85547 0.717 0.364 -0.317 -0.3926
C 2.30672 -4.07090 -7.07525 -0.277 2.171 -0.222 0.0019
C 2.85923 -4.76509 -8.14908 0.710 0.718 -2.341 -0.6258
C 3.06039 -3.82484 -9.20450 0.058 -2.114 1.181 -0.7409
C 2.62212 -2.58623 -8.74304 -0.510 0.089 1.288 0.0883
C -1.75551 1.41527 -5.99213 0.231 0.800 -0.959 -0.8496
C -1.42652 2.60547 -6.63422 -0.387 -1.133 -0.008 -0.0329
C -1.76730 2.44784 -8.02368 -0.071 -1.407 0.908 -1.6596
C -2.24362 1.14983 -8.18420 0.389 0.681 0.463 -0.0110
C -4.63852 -0.81838 -8.33723 -1.012 -0.554 -0.485 -0.2061
C -5.71018 -1.62418 -8.73781 1.794 0.216 1.374 -0.7117
C -5.64443 -2.82105 -7.94284 0.810 0.248 0.268 -0.5780
C -4.53851 -2.71562 -7.11793 -0.745 0.320 -0.709 -0.3532
H 0.66072 -1.15595 -8.80286 -0.191 0.103 0.546 0.3928
H 0.04273 0.09948 -7.72556 -0.147 -0.086 0.002 0.3954
H -1.67804 -1.49249 -8.84230 -0.074 -0.095 0.448 0.5567
H -1.06456 -2.78664 -7.79483 -0.038 -0.016 -0.259 0.5552
H 3.53067 -0.59889 -4.86991 0.163 0.115 -0.019 0.4153
H 5.47072 0.95713 -6.04451 -0.294 -0.056 -0.042 0.4795
H 4.47659 1.65550 -8.49304 -0.115 -0.019 0.162 0.4771
H 2.02482 0.52452 -8.67211 0.193 0.174 0.237 0.5043
H 2.00479 -4.39720 -6.09142 0.075 -0.158 -0.178 0.2210
H 3.07797 -5.81856 -8.17194 0.067 -0.066 -0.007 0.4748
H 3.46964 -4.02096 -10.18731 -0.010 -0.001 0.171 0.4781
H 2.59203 -1.63070 -9.24909 0.126 -0.113 0.096 0.4224
H -1.70214 1.10785 -4.96335 -0.058 0.227 0.219 0.8874
H -0.99456 3.47974 -6.17546 -0.103 -0.005 0.071 0.5263
H -1.67979 3.19414 -8.79944 -0.020 -0.110 0.039 0.4708
H -2.56860 0.65799 -9.08535 0.041 0.017 0.105 0.5873
H -4.38968 0.16433 -8.68517 -0.062 0.010 0.156 0.5548
H -6.43573 -1.38941 -9.49827 0.012 0.112 0.053 0.4518
H -6.33432 -3.65657 -7.98473 0.211 0.171 0.053 0.4374
H -4.12959 -3.38918 -6.38339 -0.150 -0.119 0.095 0.3290
Cl -0.59400 -1.99013 1.28642 -0.226 0.041 -0.143 -0.1278
C -1.66019 -2.69559 0.06831 0.588 0.013 -0.543 0.1542
Cl -3.37220 -2.44028 0.38360 0.034 0.184 -0.061 -0.1125
C -1.30878 -2.13469 -1.37920 0.294 0.133 0.725 0.6138
O -0.80741 -0.99485 -1.54274 -0.581 -1.727 -1.038 -0.5754
O -1.53576 -3.00859 -2.29283 0.239 1.041 -0.746 -0.7297
H -1.48851 -3.78000 0.09685 -0.072 0.478 -0.253 0.2733
```
Positions in Å, forces in eV/Å.

Computed properties:
* frontier orbital gap (alpha / beta): 2.59 / 2.31 eV
* charge: +2
* HOMO level (alpha / beta): -12.48 / -12.49 eV

***

A single C29H36Cl2N4O5 molecule. Source: the Open Molecules 2025 dataset; level of theory: the ωB97M-V functional and the def2-TZVPD basis.

```
76
Properties=species:S:1:pos:R:3:forces:R:3:nbo_charge:R:1
O -3.63260 -0.57896 2.64150 -0.139 0.040 0.370 -0.5945
C -3.13595 -0.81791 1.56733 0.493 -0.252 -0.380 0.6983
N -3.75028 -0.68720 0.35353 0.064 -0.071 -0.354 -0.6377
C -5.04941 -0.27687 0.06927 -0.510 0.181 -0.006 0.2580
C -5.41886 -0.19709 -1.27389 -0.050 0.016 0.049 -0.3040
C -6.70055 0.20135 -1.60488 0.141 -0.034 0.409 0.0041
Cl -7.15223 0.29759 -3.26624 -0.060 0.013 -0.240 0.0172
C -7.63185 0.52542 -0.63058 -0.017 0.007 0.044 -0.2871
C -7.24372 0.44049 0.69743 0.282 -0.102 -0.452 -0.0073
Cl -8.38246 0.83756 1.92683 -0.188 0.066 0.205 0.0221
C -5.96842 0.04536 1.06416 0.002 -0.001 0.169 -0.2968
C -1.71269 -1.30090 1.36637 0.143 -0.072 0.195 -0.3252
C -0.80105 -1.47790 2.62353 -0.600 0.042 0.228 0.0678
C -0.67558 -0.14553 3.33474 0.202 -0.056 0.012 -0.1865
C 0.15557 0.58287 2.59822 0.197 -0.267 0.081 -0.2132
C 0.45998 -0.29743 1.40462 -0.291 0.444 -0.157 0.2380
O 0.46106 -1.59311 1.98654 0.228 -0.278 -0.372 -0.5039
C 1.55932 -0.10311 0.36861 0.154 -0.103 0.260 -0.1401
C 2.08236 1.34551 0.37522 -0.340 -0.539 -0.305 0.6770
O 3.08553 1.64518 0.98242 0.374 0.041 0.331 -0.6175
N 1.30897 2.20353 -0.31512 -0.351 0.208 -0.218 -0.6217
C 1.57820 3.63232 -0.45072 0.382 -0.029 0.295 -0.0380
C 2.91540 3.87615 -1.15384 -0.192 0.156 -0.185 -0.4161
C 3.16191 5.37286 -1.31416 0.195 -0.108 0.163 -0.3947
C 3.14682 6.06321 0.04579 -0.230 0.158 -0.186 -0.3972
C 1.81629 5.81866 0.75018 0.203 -0.109 0.153 -0.3946
C 1.56827 4.32263 0.91475 -0.210 0.187 -0.160 -0.4173
N 0.91958 -0.48115 -0.88050 0.173 0.313 -0.016 -0.4142
C 1.67389 -0.61097 -2.10534 0.209 -0.136 -0.261 -0.2253
C 2.70216 -1.74216 -2.09805 -0.377 -0.154 0.012 -0.3992
C 2.06191 -3.11724 -1.88260 0.308 0.224 -0.050 -0.2249
N 1.59403 -3.24856 -0.51550 -0.041 -0.057 0.051 -0.4696
C 0.37855 -4.02040 -0.33882 0.013 -0.395 -0.017 -0.2505
C 0.62642 -5.53013 -0.43375 -0.233 0.250 -0.071 -0.0879
O 1.57961 -5.93880 0.52462 -0.037 -0.006 0.125 -0.5273
C 2.79629 -5.24146 0.36053 0.209 0.278 -0.024 -0.0886
C 2.59354 -3.72073 0.42984 0.011 -0.344 0.064 -0.2555
C -0.40945 -0.67649 -0.81435 -0.306 0.259 0.599 0.7040
O -1.14766 -1.01660 -1.72006 -0.291 -0.261 -0.379 -0.6566
C -0.86200 -0.29875 0.58030 0.247 -0.219 -0.162 -0.3342
H -3.18615 -0.90486 -0.46361 0.051 -0.004 0.141 0.4249
H -4.70917 -0.44581 -2.04793 0.067 -0.022 -0.113 0.2312
H -8.62871 0.83376 -0.89786 -0.086 0.028 -0.030 0.2403
H -5.68660 -0.01494 2.10176 -0.029 0.012 0.013 0.2678
H -1.74043 -2.26167 0.84289 -0.026 0.084 -0.015 0.2472
H -1.02836 -2.34412 3.23691 0.046 -0.018 -0.026 0.2200
H -1.20237 0.10556 4.23194 -0.143 0.181 0.189 0.2352
H 0.50007 1.58916 2.72350 -0.001 0.339 0.089 0.2337
H 2.39198 -0.77376 0.59635 -0.005 0.146 -0.019 0.2513
H 0.51466 1.83178 -0.81019 0.108 -0.075 0.005 0.4047
H 0.76907 4.04242 -1.06539 0.044 -0.042 0.038 0.1975
H 2.90998 3.38720 -2.13119 0.012 -0.067 0.008 0.2043
H 3.70931 3.43272 -0.55249 0.016 -0.051 -0.021 0.2275
H 4.12352 5.53362 -1.80435 -0.033 0.035 -0.084 0.2122
H 2.38531 5.80484 -1.95056 -0.008 0.068 -0.077 0.1906
H 3.31012 7.13512 -0.07940 0.078 0.014 0.048 0.2086
H 3.95758 5.66700 0.65977 0.089 0.020 0.054 0.1991
H 1.81882 6.29779 1.73052 -0.082 0.052 -0.009 0.2127
H 1.00684 6.26079 0.16362 -0.059 0.085 0.001 0.1908
H 0.60645 4.15078 1.40418 -0.006 -0.060 0.028 0.2053
H 2.35284 3.88378 1.53156 -0.023 -0.038 0.037 0.2283
H 0.93746 -0.78663 -2.89449 0.093 0.100 0.032 0.2341
H 2.18861 0.33783 -2.30155 -0.106 -0.026 -0.034 0.2012
H 3.44806 -1.55597 -1.32507 0.155 -0.024 -0.005 0.2013
H 3.21095 -1.73214 -3.06349 0.091 0.066 0.010 0.2160
H 2.79243 -3.89212 -2.16053 -0.122 -0.027 -0.050 0.1772
H 1.20553 -3.21103 -2.55460 0.009 -0.063 -0.030 0.2036
H -0.36320 -3.70638 -1.07577 -0.059 0.022 0.023 0.2100
H 0.01075 -3.79493 0.66689 -0.122 -0.043 -0.023 0.2021
H -0.28320 -6.09164 -0.21412 0.007 0.030 -0.097 0.1946
H 0.97519 -5.79327 -1.44572 -0.044 -0.010 0.058 0.1566
H 3.44950 -5.57939 1.16643 0.052 0.041 -0.083 0.1970
H 3.25150 -5.51918 -0.60455 -0.014 -0.005 0.094 0.1545
H 3.54412 -3.21856 0.24255 0.054 0.048 0.062 0.1985
H 2.23879 -3.44836 1.42818 0.128 -0.016 0.035 0.2178
H -1.33210 0.68939 0.54793 0.102 -0.069 -0.074 0.2434
```
Positions in Å, forces in eV/Å.

Computed properties:
* SMILES: O=C(Nc1cc(Cl)cc(Cl)c1)[C@@H]1[C@@H]2C=C[C@]3(O2)[C@H](C(=O)NC2CCCCC2)N(CCCN2CCOCC2)C(=O)[C@@H]13
* frontier orbital gap: 8.59 eV
* HOMO level: -8.18 eV